83
Properties=species:S:1:pos:R:3:forces:R:3:mulliken_spin:R:1 method="wB97M-V/def2-TZVPD" s_squared=2.01 spin_multiplicity=3 lumo_ev="-9.21 / -8.07" e_homo_ev="-12.7403 / -12.7403" e_tot_ev=-107150.880 homo_lumo_gap_ev="3.53 / 4.67" fmax_ev_per_a=6.5 total_charge=+2
V 3.20042 -2.32341 0.12801 -4.6524 4.4413 -1.1909 1.964
C 0.07695 1.07956 0.30232 -0.1224 -0.1546 -0.2631 -0.006
F -0.09572 0.73848 1.57558 -0.2360 -0.1173 -0.0383 0.000
F -0.98034 1.73794 -0.16495 -0.1394 -0.8229 0.0872 0.000
F 1.07235 1.93668 0.23823 0.9679 -0.2117 -0.2027 -0.001
S 0.33794 -0.54537 -0.69024 0.1152 -0.8409 -0.0479 0.010
O 1.42084 -1.32472 -0.02910 -0.4358 0.6573 0.6655 -0.048
O -0.94796 -1.18752 -0.55368 0.7289 0.6019 0.3678 -0.004
O 0.67295 -0.20608 -2.04930 -0.4643 0.5028 0.3253 0.006
C 1.27796 4.91039 -1.58873 0.1946 0.6311 0.8550 0.000
C 0.01904 5.07712 -2.42600 0.5755 0.3513 -0.0468 0.000
O 0.30283 4.72319 -3.75721 0.0629 -0.1107 -0.3828 0.000
O 2.42208 5.67267 -2.07504 -1.0771 -0.4888 0.1697 0.000
H 1.58435 3.85986 -1.52856 0.0339 0.1983 -0.2301 0.000
H 1.04844 5.26327 -0.57171 0.0557 -0.2689 -0.0394 0.000
H -0.34041 6.12439 -2.33502 0.1007 -0.4113 -0.1506 0.000
H -0.77632 4.41289 -2.07288 0.1205 0.0992 0.0756 0.000
H 1.18579 5.06383 -3.96362 -0.2297 0.0934 0.0015 0.000
H 2.27430 6.58323 -1.78195 0.1651 -0.1456 -0.2233 0.000
C 1.77320 -3.92588 -2.50040 1.8384 0.0867 2.1820 0.000
O 2.22640 -3.20487 -1.53178 0.6995 0.1029 0.2242 0.019
N 1.82761 -3.57324 -3.76941 -0.2145 0.5667 -0.6529 0.003
N 1.42207 -5.16280 -2.20940 -0.5962 -0.6363 0.0539 0.002
H 1.86194 -2.61738 -4.07414 0.1724 0.1800 0.2104 0.000
H 1.67120 -4.27513 -4.46792 -0.2046 -0.0269 -0.2220 -0.001
H 0.88876 -5.70049 -2.86382 -0.1366 -0.2932 -0.1180 0.000
H 1.39735 -5.43494 -1.24267 -0.0579 0.0304 0.1991 0.000
C -3.48648 1.75778 4.58525 -0.3837 -2.4720 -1.2945 0.000
O -2.98117 2.68913 5.11709 0.5258 1.8242 1.0386 0.000
N -2.75906 0.81381 3.89687 0.9551 -0.0994 -0.2213 0.000
N -4.78287 1.37571 4.55760 -1.1537 0.7862 0.8536 0.000
H -3.19536 0.04607 3.43332 0.0396 -0.1766 -0.1403 0.000
H -1.78116 0.97614 3.80292 0.3111 0.0086 -0.1448 0.000
H -5.12912 0.75473 3.86014 -0.0906 -0.1656 -0.2373 0.000
H -5.45995 1.95971 5.00486 -0.1940 0.2213 0.1071 0.000
C -0.82396 -4.43957 0.69327 1.7784 0.6176 0.4471 0.000
O 0.34899 -4.02980 0.88502 -0.7901 0.1791 -0.2222 0.005
N -1.16470 -5.65764 1.07006 -0.2182 -1.6610 0.3044 0.000
N -1.81112 -3.71939 0.17800 -0.5601 0.3244 -0.3848 0.000
H -2.03911 -6.07663 0.82826 -0.2259 -0.1538 0.1573 0.000
H -0.48954 -6.18005 1.58288 0.1897 -0.3753 0.1307 0.000
H -1.59734 -2.82535 -0.20450 0.2357 0.2509 -0.2262 0.001
H -2.64844 -4.18610 -0.10692 -0.3416 0.1272 -0.0754 0.000
C 3.92143 -0.44200 -2.61365 -0.8316 -1.0406 2.0382 0.003
O 3.74657 -0.92682 -1.42357 0.9447 -0.4571 -0.6338 0.017
N 2.91960 -0.03188 -3.34475 -0.9040 0.0005 -0.6748 -0.001
N 5.10477 -0.25447 -3.15178 2.0953 -0.4147 -0.2973 0.000
H 3.12099 0.42686 -4.21316 -0.1902 0.2341 -0.1192 0.000
H 1.97545 -0.05782 -2.97272 -0.0702 0.0646 0.0785 0.001
H 5.93200 -0.60586 -2.70286 0.0118 -0.0426 0.1738 0.000
H 5.17293 -0.16516 -4.15297 0.0882 0.2320 0.0487 0.000
C 1.85579 -2.15001 3.23504 -1.5339 0.1894 -0.3806 -0.001
O 2.44094 -2.48227 2.16463 1.7367 -0.5148 -0.2576 0.013
N 2.36158 -1.78934 4.42325 1.7203 0.1050 -0.3880 0.000
N 0.52931 -2.08384 3.29863 -0.5665 -0.3039 -1.2074 0.001
H 3.33864 -1.87116 4.60988 0.3553 -0.0693 0.2015 0.000
H 1.72413 -1.64238 5.18684 0.3090 -0.1004 0.1374 0.000
H 0.08577 -1.72049 4.11716 -0.3969 -0.0952 0.0459 0.000
H -0.00719 -2.44770 2.52936 -0.1080 -0.0454 -0.2464 0.000
C 3.71908 0.89658 1.48282 0.2452 -0.8819 -0.5287 0.003
O 3.59207 -0.27305 1.04916 0.2802 -0.3557 -0.0146 0.012
N 3.63775 1.19675 2.78662 0.2883 -0.1394 1.7394 0.000
N 3.94249 1.99356 0.77139 0.1754 0.3345 -0.7724 0.002
H 4.35900 1.81672 3.14371 -0.4442 0.0667 -0.0310 0.000
H 3.43107 0.44200 3.41323 -0.0442 -0.2683 0.0680 0.000
H 3.82603 2.86648 1.25587 0.0137 0.1681 -0.2507 0.000
H 4.05532 2.01551 -0.22190 0.0295 -0.2111 -0.2166 0.000
C -4.83574 3.07073 0.64110 1.9525 -0.0427 -0.6208 0.000
O -5.96966 3.44137 0.54762 -0.9764 0.0173 0.4048 0.000
N -4.08855 2.61073 -0.41160 -0.7969 -0.5211 -1.2780 0.000
N -4.03802 3.08502 1.74348 -0.7126 0.4952 1.3257 0.000
H -3.09525 2.58961 -0.40524 0.2665 0.0372 0.0428 0.000
H -4.55728 2.56069 -1.29821 0.0561 0.0439 -0.1096 0.000
H -3.11272 2.72177 1.76545 0.2110 -0.2160 -0.0878 0.000
H -4.43863 3.37274 2.61119 -0.0670 0.2076 0.2767 0.000
C -3.96869 -0.79745 -2.35591 1.2282 -0.1689 1.0873 0.000
O -5.08368 -0.60821 -2.71751 -1.6089 0.5849 -1.2001 0.000
N -3.69098 -1.61810 -1.30967 -0.5692 -1.2985 0.4444 0.000
N -2.82292 -0.24107 -2.81151 0.6843 0.8545 -0.8628 0.000
H -4.50986 -1.99693 -0.88776 -0.2217 -0.1591 0.4544 0.000
H -2.82384 -1.60130 -0.83130 0.0795 0.3266 0.2588 0.000
H -1.94299 -0.61373 -2.51943 0.1081 -0.0129 -0.0276 0.000
H -2.83035 0.35368 -3.61167 -0.1790 0.1475 -0.3205 0.000

9
Properties=species:S:1:pos:R:3:forces:R:3:nbo_charge:R:1 method="wB97M-V/def2-TZVPD" spin_multiplicity=1 lumo_ev=-6.67 e_homo_ev=-17.5008 e_tot_ev=-6701.477 homo_lumo_gap_ev=10.83 fmax_ev_per_a=6.5 de_lowest_kcal_mol=73.6 total_charge=+1
C -0.34774 0.58435 -0.40862 -2.8909 -0.7326 4.1417 -0.533
C -0.85996 -0.78557 0.64925 3.3618 3.4008 -4.3398 0.515
C 0.99285 0.16865 -0.43051 1.7073 1.4888 -0.0514 0.063
N 1.35432 -0.85390 0.18258 2.0124 -0.9032 0.6471 -0.026
O 0.21157 -1.38790 0.88164 -2.8183 -0.2988 0.3448 -0.199
H -0.74629 0.97687 -1.32303 -0.9169 -0.7816 -0.7599 0.320
H -1.84658 -0.99368 0.92749 -1.1844 -0.7750 1.1209 0.250
H 1.80120 0.81441 -0.75977 0.0918 -0.3689 -0.6647 0.291
H -0.55937 1.47678 0.28098 0.6373 -1.0296 -0.4388 0.320

19
Properties=species:S:1:pos:R:3:forces:R:3:nbo_charge:R:1 method="wB97M-V/def2-TZVPD" spin_multiplicity=1 lumo_ev=1.16 e_homo_ev=-8.6432 e_tot_ev=-9828.960 homo_lumo_gap_ev=9.81 fmax_ev_per_a=5.5 de_lowest_kcal_mol=114.1
C -1.54857 -0.33554 -1.21017 -2.6802 -0.7416 3.6708 -0.219
C -0.49570 -0.73638 -0.01708 -2.4881 0.9170 -3.0685 -0.044
C 0.39937 -1.96907 -0.18714 -1.0110 -1.9211 0.1979 -0.444
C 1.43880 -1.04513 0.35838 -0.5426 0.6231 -0.7444 -0.240
C 1.53399 1.76268 1.22154 3.8678 3.4296 0.6949 -0.116
H -3.41045 1.19790 -1.05784 5.1896 -1.4132 0.9367 0.366
H -1.52355 1.61286 -0.90343 -2.0020 -0.2175 0.5596 0.365
H -2.38856 -1.07372 -1.41013 1.4636 0.3222 0.2817 0.190
H -1.01987 -0.10683 -2.08441 0.9588 -0.0157 -1.3115 0.182
H -0.85757 -0.57645 1.01961 -0.6225 -0.7124 -0.7768 0.217
H 0.08188 -2.87732 0.39823 0.4384 1.1388 -0.0288 0.215
H 0.63228 -2.44849 -1.17316 -0.4420 1.3069 0.3653 0.218
H 2.37071 -1.14338 -0.01977 3.0829 -0.0442 -1.5600 0.191
H 1.56022 -1.15216 1.37996 -0.2245 0.2897 2.4659 0.190
H 2.60371 1.55473 0.92560 -1.1016 -0.7861 0.0975 0.150
H 1.58473 2.78547 1.73480 -1.0133 -1.6599 -0.2058 0.179
N -2.25164 0.88363 -0.66036 -1.9539 1.6431 -1.7016 -0.871
N 0.66479 0.17287 -0.09552 0.1974 -1.1808 1.0587 -0.284
N 0.50100 1.25322 0.78407 -1.1167 -0.9780 -0.9315 -0.245

58
Properties=species:S:1:pos:R:3:forces:R:3:nbo_charge:R:1 method="wB97M-V/def2-TZVPD" spin_multiplicity=1 lumo_ev=-0.90 e_homo_ev=-8.7583 e_tot_ev=-69079.825 homo_lumo_gap_ev=7.85 fmax_ev_per_a=1.2
C -4.22601 -5.92801 3.17727 0.1769 0.2800 -0.0291 -0.246
O -3.01736 -5.18340 3.18729 0.0239 -0.2970 0.1542 -0.556
C -2.70192 -4.71236 4.48488 -0.5315 0.3682 -0.0101 -0.053
C -1.63992 -3.61671 4.44592 0.2767 -0.5185 -0.2396 -0.416
C -0.75021 -3.64365 3.18023 0.3533 0.7092 0.2833 -0.434
C -0.60950 -2.27666 2.55559 0.0631 -0.1364 0.2285 -0.018
C -1.19260 -2.04450 1.27839 -0.0506 -0.0687 -0.0415 -0.158
C -1.15168 -0.85523 0.62547 -0.7772 0.2230 -0.3014 -0.434
P -1.90371 -0.67629 -1.03587 0.8497 -0.0996 -0.8911 1.372
O -2.61424 0.79110 -0.94422 -0.3685 -0.2138 0.2307 -0.979
O -3.14707 -1.74215 -0.95306 -0.1528 0.2275 0.1096 -0.991
C -0.48101 0.22076 1.26173 0.2252 0.1486 0.2812 0.160
N -0.32246 1.47188 0.82898 -0.2520 0.1895 -0.6338 -0.641
S 0.47596 2.27436 1.94060 0.1236 -0.1500 0.5729 0.972
N 0.67406 1.11961 3.05518 0.1740 0.6297 -0.2802 -0.590
C 0.10677 0.03679 2.54464 -0.0725 -0.7484 0.2753 0.050
C 0.03629 -1.24583 3.16839 0.1900 0.2134 0.1288 -0.026
Cl 0.82835 -1.39977 4.69660 -0.0980 -0.1886 0.0085 0.031
H -4.44730 -6.34892 4.15444 -0.0131 -0.0805 0.2020 0.171
H -4.14630 -6.75033 2.47474 0.0843 -0.0007 -0.2197 0.191
H -5.03765 -5.26415 2.88510 -0.2609 -0.0424 -0.0240 0.173
H -3.60738 -4.28735 4.92781 -0.1092 0.0418 0.0953 0.164
H -2.41795 -5.53411 5.14387 0.2237 -0.2770 -0.1238 0.163
H -2.10117 -2.64464 4.57816 -0.1102 0.1779 -0.1699 0.208
H -0.99759 -3.76607 5.30398 0.0864 0.1232 0.2903 0.220
H -1.12558 -4.33840 2.44156 -0.0776 -0.0872 -0.0469 0.243
H 0.25577 -3.94230 3.46424 0.1004 -0.3013 0.0255 0.226
H -1.69211 -2.88707 0.82370 -0.1545 -0.0500 -0.1050 0.233
H -3.04648 0.96751 -0.09736 0.1118 0.2052 0.0250 0.486
H -3.95441 -1.32648 -0.62380 -0.0477 -0.2076 0.1526 0.490
O 6.54202 3.50102 -1.63561 0.0409 0.0605 0.0705 -0.579
C 5.46049 2.98768 -1.55040 0.0108 -0.2158 -0.1568 0.800
O 4.84578 2.97083 -0.34851 -0.0041 0.2680 0.2225 -0.513
C 3.48594 2.56034 -0.16496 -0.0760 -0.2126 -0.0175 -0.073
C 3.37944 1.05929 0.01309 0.1553 -0.0755 -0.0227 -0.635
C 4.79171 2.29776 -2.70958 -0.2484 0.3321 -0.1394 -0.759
H 2.84934 2.92802 -0.97115 0.0452 -0.0706 -0.0673 0.189
H 3.16351 3.06096 0.74706 0.1205 0.0752 0.0204 0.186
H 3.70837 0.52646 -0.87838 -0.1063 0.0301 -0.0595 0.218
H 2.35054 0.76538 0.22358 -0.0232 0.0092 -0.0449 0.208
H 4.01275 0.73634 0.84061 -0.0396 0.0438 0.0481 0.215
H 5.13987 1.26648 -2.75450 -0.0120 -0.0257 0.0174 0.240
H 5.07607 2.80420 -3.62913 0.2087 -0.0478 0.0428 0.238
H 3.70773 2.30667 -2.65785 0.0106 -0.1952 0.0232 0.252
O 1.67885 1.45020 -3.19658 0.1074 0.0812 0.0895 -0.590
C 0.82008 2.08878 -3.74359 -0.2466 -0.2632 0.0816 0.808
O 0.90192 3.42955 -3.72777 0.2718 0.1147 -0.0320 -0.506
C 0.02560 4.26468 -4.48894 -0.2244 0.1536 -0.0324 -0.068
C -1.26079 4.55506 -3.74435 -0.0221 -0.1179 0.0822 -0.638
C -0.37943 1.41128 -4.35391 0.0389 -0.0049 -0.3872 -0.748
H -0.15492 3.83515 -5.47509 -0.0128 -0.0465 0.0343 0.176
H 0.58052 5.18810 -4.64510 0.0877 -0.0381 0.0471 0.199
H -1.83293 3.64551 -3.56026 -0.0178 0.0014 -0.0567 0.213
H -1.88301 5.24359 -4.31657 0.0136 0.0126 -0.0082 0.219
H -1.04089 5.00380 -2.77582 0.0211 0.0481 -0.0244 0.220
H -1.11068 1.26411 -3.55863 -0.0480 -0.0353 -0.0331 0.255
H -0.06176 0.44148 -4.72685 0.0098 -0.0764 0.1981 0.250
H -0.84171 1.93963 -5.18527 -0.0476 0.1254 0.1566 0.216